[1]
Here is a structure of composition C32H58BFeN7P2 from the Open Molecules 2025 dataset. Energies are from ωB97M-V/def2-TZVPD.

Properties
Spin multiplicity ... 6
LUMO (spin up / spin down) ... -1.793 / -3.306 eV
Expectation value of S² ... 8.77
E_tot ... -98194.212 eV
HOMO (spin up / spin down) ... -9.5 / -10.4 eV
Total charge ... +1
ΔE to the lowest compared entry with this formula, charge and spin ... 0.0 kJ/mol

XYZ file:
```
101
Properties=species:S:1:pos:R:3:lowdin_spin:R:1
C -4.60 -0.01 -2.01 0.0052
C -0.12 -5.70 0.87 0.0014
H 2.92 2.46 -0.03 0.0000
H -5.78 0.15 0.62 0.0001
H -4.77 -0.48 -2.98 0.0012
C 2.19 -0.01 -2.89 0.0166
H 0.26 1.05 -3.01 0.0009
C 5.12 0.45 -0.75 0.0081
H -2.90 -1.51 2.28 0.0010
H -0.95 -3.60 -2.37 0.0001
C -0.46 -4.58 -2.38 0.0006
H 2.25 -2.20 -2.68 0.0003
H 0.41 -3.47 2.63 0.0003
C -3.28 -0.52 -1.44 0.0145
H -1.71 6.23 -3.53 0.0001
C 3.53 0.12 -3.61 0.0056
H -2.47 -0.80 -3.42 0.0004
C -3.89 -1.09 2.09 0.0024
N 1.01 2.62 -0.93 0.0349
H -2.52 -2.41 -0.65 0.0006
H 2.94 2.58 -1.79 0.0008
H 1.64 2.00 -3.57 0.0000
C 2.38 2.17 -0.94 0.0046
H -3.75 1.14 3.52 0.0000
H 1.59 -1.60 -4.21 0.0000
H -1.24 -5.33 -2.25 0.0000
H -3.28 2.29 -1.27 0.0004
N 0.60 0.24 2.19 0.0862
H 3.12 -2.36 -0.31 0.0006
C -0.07 -3.27 0.56 0.0148
C 4.02 -1.81 -0.59 0.0014
H -4.28 -2.25 -0.56 0.0000
H 4.85 -2.20 -0.01 -0.0001
C 3.87 -0.31 -0.30 0.0240
C -3.80 0.33 1.53 0.0211
H -2.15 0.86 2.85 -0.0001
C -0.93 3.59 -1.60 0.0086
H -5.74 1.01 2.15 0.0019
C -2.18 -0.31 -2.49 0.0054
C -0.42 -3.11 2.01 0.0039
B -0.07 1.85 -0.38 0.2455
N -1.26 2.52 -0.77 0.0396
H 2.90 -0.72 1.62 0.0006
H 3.99 1.10 -3.45 0.0002
H 1.43 -3.99 -1.49 0.0003
H -1.70 -6.57 -0.34 0.0000
C -1.10 5.50 -3.01 0.0009
C 1.63 -1.42 -3.13 0.0019
C -0.52 1.15 5.23 0.0046
H -4.43 -1.06 3.05 0.0000
H 1.05 -5.69 -1.33 0.0001
H 4.25 -0.65 -3.33 0.0001
C -2.61 2.12 -0.43 0.0041
C 1.09 4.65 -2.43 0.0012
H -1.23 -0.75 -2.16 0.0043
H -3.00 2.72 0.40 -0.0001
C 0.28 5.56 -3.11 0.0006
H 5.98 0.08 -0.18 0.0021
H 0.74 6.33 -3.70 0.0001
H -2.01 0.75 -2.71 0.0001
H -1.31 -3.69 2.27 0.0002
H 0.26 -2.40 -1.14 0.0027
C -1.53 -6.25 0.68 0.0007
H 0.07 -5.48 1.92 0.0001
H 3.57 0.90 1.51 -0.0001
C -3.40 -2.02 -1.16 0.0017
N 0.54 1.18 4.43 0.0456
H 2.17 4.72 -2.49 0.0000
H 1.03 0.67 -4.56 0.0003
H -4.61 1.07 -2.18 0.0002
C 0.61 -4.70 -1.30 0.0011
C -5.20 0.86 1.21 0.0073
H 5.35 0.30 -1.80 0.0001
N 0.13 -4.50 0.07 0.0131
C -3.16 1.21 2.61 0.0001
H 3.35 0.02 -4.69 0.0014
H -2.80 4.50 -2.14 -0.0001
C 1.22 0.99 -3.53 0.0009
P 2.28 0.33 -1.03 0.1210
H -1.68 -7.11 1.33 0.0001
H -5.18 1.81 0.69 0.0004
N 0.07 -2.18 -0.17 0.0500
H -2.28 -5.50 0.93 0.0000
P -2.62 0.34 0.08 0.1098
H 4.23 -2.00 -1.64 0.0000
H -5.45 -0.25 -1.38 0.0001
C 0.48 3.66 -1.69 0.0078
H -4.44 -1.77 1.44 0.0000
Fe 0.08 -0.19 0.37 3.9920
C -1.73 4.52 -2.24 0.0012
H 5.05 1.52 -0.56 0.0003
H 0.62 -6.44 0.57 0.0002
C 3.73 -0.14 1.22 0.0013
C 0.51 0.67 3.29 0.0506
H -0.02 -4.72 -3.36 0.0000
H -3.10 2.26 2.34 0.0000
H -3.51 -2.56 -2.11 0.0000
N -1.44 1.15 5.93 0.0135
H -0.58 -2.07 2.25 0.0022
H 4.65 -0.48 1.70 -0.0001
H 0.61 -1.50 -2.75 0.0004
```


[2]
Here is a cluster of 2 separate species, C32H59BO6 in total at a distorted geometry from the Open Molecules 2025 dataset. Energies are from ωB97M-V/def2-TZVPD.

Properties
LUMO ... -1.086 eV
E_tot ... -47103.524 eV
SMILES ... CCCCCCCCCCCCCCCCC1=C(CB(O)O)C(=O)C=C(CCCCOC)C1=O.CCOCC
HOMO ... -9.5 eV

XYZ file:
```
98
Properties=species:S:1:pos:R:3:lowdin_charge:R:1
H 2.66 -1.51 -0.01 0.0851
H -5.50 3.03 0.40 0.0862
C 0.27 -3.31 -4.70 -0.1657
C 0.41 0.34 -5.91 -0.0109
C -1.24 -1.22 -4.86 -0.0873
H 3.32 3.55 7.75 0.0656
C 2.75 3.03 5.10 -0.2778
H 2.19 3.15 9.04 0.0765
H 1.49 0.45 -1.14 0.0846
C 1.52 2.51 7.10 -0.2860
C 2.31 1.11 -0.87 -0.1882
H -1.89 -1.22 4.51 0.0974
H -6.53 0.97 0.12 0.1173
C -4.58 2.49 0.65 -0.1041
H 2.22 -3.00 -3.89 0.1053
H -6.45 -0.75 -1.26 0.1061
C 3.58 1.75 5.08 -0.0728
C -2.39 -1.43 -3.93 -0.2500
H -5.84 -1.68 0.07 0.1069
H 0.96 -0.56 3.97 0.0973
H -1.45 0.46 2.38 0.1109
C -0.73 -2.47 -5.49 -0.1337
H -0.79 -0.86 5.86 0.0954
C -0.08 -0.25 3.92 -0.2204
H 2.21 1.97 -1.53 0.0849
H 0.01 1.84 0.51 0.1129
O 1.50 2.89 5.74 -0.1677
B 1.61 0.98 -5.11 -0.6454
H 0.49 -2.82 5.44 0.0683
H 3.90 -2.58 -0.59 0.1072
H 1.48 2.33 -3.72 0.1173
C 3.02 -2.01 -0.89 -0.1859
H 3.84 1.42 6.09 0.0669
H -1.62 -3.08 -5.64 0.1164
H -3.27 1.83 -3.42 0.1289
C -0.66 -0.28 2.51 -0.2021
O -2.68 -2.58 -3.56 0.1065
H 3.32 3.85 5.55 0.1072
H -3.45 -0.73 -0.93 0.1148
H -1.05 -1.28 2.33 0.1006
H 0.15 1.03 -6.72 0.1363
H 0.00 -3.12 -2.15 0.1006
H 0.14 -2.79 3.73 0.0668
O 1.51 1.37 -3.78 0.1295
H 1.93 1.50 7.20 0.1070
H 1.33 -0.53 1.83 0.0967
H 0.89 -3.82 -5.44 0.1055
C -0.29 -2.64 4.72 -0.1093
H 0.10 -0.57 0.52 0.0979
O 2.84 1.08 -5.71 0.1772
C -4.50 -0.51 -2.80 -0.1373
H 1.83 4.48 7.92 0.0815
C -5.61 -0.84 -0.57 -0.1597
C -5.59 0.43 0.28 -0.2386
C -0.85 -1.22 4.84 -0.2597
C 3.49 -0.94 -1.89 -0.1915
C -1.47 1.18 -4.45 -0.2988
H 2.88 1.10 1.21 0.0937
H -0.24 -4.10 -4.16 0.1085
C 2.00 -3.03 -1.41 -0.1962
H 2.79 -0.77 -2.70 0.0746
H 1.34 -1.52 -4.16 0.0816
H 0.47 2.46 7.40 0.1177
H 3.51 1.05 -5.02 0.1072
H -0.34 -2.27 -6.47 0.1109
C 1.24 -2.54 -3.80 -0.1802
C 2.26 3.48 8.00 -0.0794
H 0.74 1.88 2.16 0.1012
H 2.50 -3.84 -1.93 0.1028
C -0.78 0.03 -5.07 -0.0995
C 0.74 1.40 1.18 -0.1980
H 0.82 -0.54 -6.39 0.1080
H 1.55 -3.49 -0.54 0.1033
H 4.17 1.05 -1.93 0.0952
H 4.29 0.33 -0.31 0.1014
H 2.38 2.67 0.59 0.1013
O -1.05 2.34 -4.60 0.0954
H 0.59 -1.46 -2.03 0.0950
H 4.51 1.90 4.54 0.0780
C -2.73 0.95 -3.73 0.0815
C 2.15 1.61 0.59 -0.1948
O -4.53 1.28 -0.08 -0.2053
H -4.25 -2.18 -1.49 0.1039
C 0.43 -0.08 1.43 -0.2069
H -0.19 0.77 4.31 0.1000
C -3.20 -0.27 -3.48 -0.1288
C -4.35 -1.11 -1.39 -0.1777
C 0.86 -2.48 -2.29 -0.1708
H -3.72 3.08 0.38 0.0859
H 4.46 -1.23 -2.28 0.1067
C 3.67 0.43 -1.19 -0.1827
H -4.97 0.46 -2.68 0.1138
H -5.55 0.20 1.35 0.1180
H -1.09 -3.37 4.83 0.0655
H -4.59 2.28 1.72 0.0867
H 3.02 0.94 4.60 0.0669
H 2.53 3.32 4.07 0.1130
H -5.11 -1.16 -3.42 0.1298
```


[3]
Here is a cluster of 11 separate species, C32H59Cl12N5 in total at a distorted geometry from the Open Molecules 2025 dataset. Energies are from ωB97M-V/def2-TZVPD.

Properties
LUMO ... 0.351 eV
E_tot ... -191860.879 eV
SMILES ... CCCC#N.CCCC#N.CCCC#N.CCCC#N.CCCC#N.ClCCCl.ClCCCl.ClCCCl.ClCCCl.ClCCCl.ClCCCl
HOMO ... -10.6 eV
ΔE to the lowest compared entry with this formula, charge and spin ... 5.0 kJ/mol

XYZ file:
```
108
Properties=species:S:1:pos:R:3:lowdin_charge:R:1
H 0.60 -7.17 -3.43 0.0638
H -5.67 -0.98 -0.20 0.0684
C -4.47 3.32 -2.98 -0.2138
Cl 2.62 -6.79 -2.26 0.5165
H -0.11 3.07 -2.84 0.0654
C -0.47 0.06 -0.87 -0.1667
H -0.75 -2.07 -0.60 0.0693
Cl 1.56 4.43 2.99 0.5549
H 1.38 4.37 -4.37 0.0862
N -1.47 2.32 -5.60 0.1360
H -1.07 -1.20 1.65 0.0406
C 1.66 3.35 -4.13 -0.2455
Cl 5.17 -3.75 -0.76 0.5567
H 5.28 1.87 -1.39 0.1142
H 1.14 -4.91 -4.47 0.0711
H 3.76 3.61 3.61 0.0739
H -0.61 3.55 -0.16 0.0135
Cl -3.71 -2.25 -0.16 0.5725
H -1.58 -3.06 6.15 0.0901
C 3.59 -3.86 0.03 -0.7113
C -4.38 -0.26 1.49 -0.6711
C -0.05 -1.31 1.28 -0.1039
H 2.54 -0.90 -3.39 0.0631
H 4.27 -2.69 1.64 0.0434
C 3.69 -3.59 1.51 -0.6697
H 1.83 2.69 -6.16 0.0653
C -0.64 2.50 -4.81 -0.2257
H -1.41 0.41 -0.44 0.0795
C -3.58 2.25 -2.60 -0.2216
H 0.44 -6.41 -1.77 0.0539
H 3.19 -4.85 -0.22 0.0224
H -0.44 -0.17 -1.93 0.1072
C 0.65 -5.01 -3.50 -0.5687
C 3.44 -0.79 -2.79 -0.1163
H -1.08 -4.81 6.39 0.1176
H -3.32 -0.01 1.59 -0.0147
H 2.97 1.29 -2.47 0.0558
C -0.97 4.52 0.19 -0.7015
H -5.88 1.44 -1.21 0.0385
H 0.20 -2.30 1.66 0.0693
C -1.41 1.80 4.03 -0.6116
C 3.85 0.65 -2.57 -0.2527
N 1.28 2.06 -0.72 0.1867
H -0.43 -5.02 -3.69 0.0713
H -7.21 2.46 -0.92 0.0742
N -2.85 1.42 -2.31 0.1998
H -4.56 -0.98 2.28 0.0458
C -4.64 -0.72 0.06 -0.6188
C -5.92 3.11 -2.61 -0.2336
H -4.30 3.52 -4.04 0.1251
Cl -2.57 4.85 -0.44 0.6134
C 0.43 -5.12 4.22 -0.0982
C 4.37 0.38 -0.06 -0.1971
H 3.22 1.21 3.28 0.0507
H 1.47 -5.00 3.90 0.0565
H -0.69 2.56 4.35 0.0333
H -0.67 0.27 5.47 0.0631
H 2.70 -3.51 1.96 0.0584
Cl -2.32 -0.78 4.33 0.6635
C -1.01 0.34 4.43 -0.6771
H 0.62 -0.51 1.60 0.0651
Cl -1.55 2.02 2.29 0.6476
N -3.24 -4.67 4.07 0.1583
H -2.33 2.06 4.56 0.0730
H 1.02 5.50 0.19 0.0431
H 3.43 3.06 -5.46 0.0689
Cl 2.12 2.01 5.24 0.5561
H 3.01 -3.08 -0.46 0.0058
C 0.92 -6.37 -2.75 -0.6029
C -0.10 -3.79 4.78 -0.2724
H -4.15 4.25 -2.51 0.0709
H -6.32 2.46 -3.39 0.1074
H 0.57 1.61 -3.49 0.0902
H 2.38 3.31 -3.31 0.0821
C 2.93 3.26 3.01 -0.6213
C 0.52 1.19 -0.82 -0.1989
C 0.03 5.61 -0.26 -0.6499
H -0.19 -5.48 3.40 0.0761
C 2.46 2.61 -5.28 -0.0871
H -0.34 -3.17 3.92 0.0765
Cl 0.23 5.81 -2.02 0.5798
C 0.35 2.65 -3.73 -0.2311
H 0.42 -5.89 4.99 0.0739
H -0.19 -0.01 3.81 0.0368
H -5.58 3.02 -0.44 0.0550
H -6.46 4.06 -2.69 0.1080
H 0.84 -1.64 -0.64 0.0440
H 0.67 -3.29 5.36 0.1092
H 3.27 3.17 1.98 0.0636
H 5.74 0.24 -1.61 0.1138
H -4.35 -0.01 -0.71 0.0254
C -2.43 -4.38 4.79 -0.2691
N 4.05 0.01 0.98 0.1609
C 2.41 1.91 3.47 -0.6502
H -0.26 6.59 0.11 0.0617
Cl 1.10 -3.61 -2.45 0.6109
H -1.03 4.44 1.28 0.0080
C 4.87 0.86 -1.39 -0.1399
Cl 4.55 -4.93 2.29 0.5552
H 1.54 1.51 2.95 0.0432
H 4.26 -1.40 -3.15 0.0791
Cl -5.34 1.19 2.00 0.5407
C -1.32 -4.01 5.69 -0.1821
H 4.32 0.99 -3.49 0.0985
C -6.16 2.49 -1.20 -0.1033
H 3.14 -1.27 -1.86 0.0291
C -0.10 -1.28 -0.22 -0.2959
H 2.64 1.55 -5.08 0.0544
```


Look up the E_tot of the third one.
-191860.879 eV


Which of these has the lowest E_tot?
C32H59Cl12N5